# 1
Molecular formula: C3H8OS2
Method: DFT, ωB97M-V/def2-TZVPD

Positions of all 14 atoms, in Å:
C 0.6671 1.2240 0.9054
C 0.2267 0.1547 -1.4503
C -0.2829 0.7514 -0.2105
O 0.5767 -2.4013 1.5032
S -3.0081 0.4444 -1.3028
S -1.8918 0.9143 0.2549
H 0.1706 1.7252 1.6929
H 1.0554 0.2305 1.2534
H 1.5630 1.8256 0.5242
H 1.1908 -0.3565 -1.3265
H 0.3353 0.9115 -2.2578
H -0.6892 -0.3619 -1.8192
H -0.1437 -3.0897 1.5582
H 0.2301 -1.9722 0.6749

## Properties
Orbital gap (spin up / spin down): 7.5 / 7.5 eV
F_max: 3.077 eV/A
Multiplicity: 1
E: -26957.5121 eV
E_LUMO (spin up / spin down): -0.640 / -0.642 eV
E_HOMO (spin up / spin down): -8.18 / -8.17 eV

# 2
Molecular formula: C3H8OSi
Method: DFT, ωB97M-V/def2-TZVPD

Positions of all 13 atoms, in Å:
C 0.7314 1.1301 -1.0886
Si 2.1316 1.3994 -0.1188
H -0.3437 1.1287 -0.9172
H 0.9798 0.8797 -2.1140
H 2.0968 1.7420 1.3626
H 3.2925 1.8126 -0.7667
C -1.3222 -1.3945 1.1918
C -1.8177 -1.8204 0.0454
O -1.0053 -2.5860 -0.7122
H -0.3849 -1.6418 1.6935
H -2.0684 -0.8680 1.7823
H -2.7394 -1.6355 -0.3274
H -0.1151 -2.8715 -0.3222

## Properties
Orbital gap: 8.8 eV
Structure (SMILES): C=[SiH2].C=CO
F_max: 5.838 eV/A
Multiplicity: 1
E: -13161.9749 eV
E_LUMO: 0.240 eV
E_HOMO: -8.54 eV

# 3
Molecular formula: C3H8OSi
Method: DFT, ωB97M-V/def2-TZVPD

Positions of all 13 atoms, in Å:
C 3.1630 0.1772 0.4839
C 2.1768 0.8640 0.2687
C 0.9586 1.3895 -0.2079
O -1.5024 0.1926 0.9351
Si -2.6673 -0.1638 0.0739
H -0.6395 -2.5007 -0.6514
H 3.8493 -0.4650 1.0168
H 0.1885 0.8704 0.1994
H 0.8546 2.4002 0.1473
H 0.8356 1.2624 -1.2655
H -3.3975 -1.3520 0.4278
H -2.9567 0.4243 -1.2445
H -0.8629 -3.0992 -0.1837

## Properties
Orbital gap: 8.5 eV
F_max: 3.899 eV/A
Multiplicity: 1
E: -13161.6436 eV
E_LUMO: -0.684 eV
E_HOMO: -9.23 eV

# 4
Molecular formula: C3H8OYb
Method: DFT, ωB97M-V/def2-TZVPD

Positions of all 13 atoms, in Å:
C -0.6983 0.5458 1.7221
O -0.4544 0.0386 0.4303
C 0.9461 0.0298 -0.0094
C 0.9604 -0.5669 -1.3957
H -1.7654 0.4208 1.9369
H -0.1056 -0.0043 2.4699
H -0.4381 1.6147 1.7722
H 1.5008 -0.5578 0.7408
H 1.2918 1.0756 0.0440
H -2.7860 -0.3104 -2.6410
H 1.5812 -1.4722 -1.4430
H 1.3264 0.1404 -2.1522
Yb -1.3589 -0.9540 -1.4749

## Properties
Orbital gap (spin up / spin down): 8.2 / 7.2 eV
F_max: 1.669 eV/A
Multiplicity: 2
E: -36807.4574 eV
Expectation value of S²: 0.753
Charge: +1
E_LUMO (spin up / spin down): -5.164 / -6.235 eV
E_HOMO (spin up / spin down): -13.39 / -13.41 eV

# 5
Molecular formula: C3H8P2
Method: DFT, ωB97M-V/def2-TZVPD

Positions of all 13 atoms, in Å:
C -0.0936 1.0130 -1.1423
C -0.8481 -0.8259 1.2210
C 0.0638 -1.0682 0.0481
P -0.8535 2.1426 -0.2132
P 1.7954 -1.1481 0.2168
H 0.2353 0.9056 -2.1798
H -1.0247 -1.8070 1.6198
H -0.3306 -0.2622 2.0653
H -1.6781 -0.2371 0.9076
H -0.5564 -1.2917 -0.8366
H -0.9961 3.1970 -1.1635
H 2.2045 0.1345 0.4619
H 2.0821 -0.7524 -1.0051

## Properties
Orbital gap (spin up / spin down): 7.9 / 7.8 eV
F_max: 5.635 eV/A
Multiplicity: 1
E: -21812.5523 eV
E_LUMO (spin up / spin down): -0.045 / -0.072 eV
E_HOMO (spin up / spin down): -7.99 / -7.89 eV

# 6
Molecular formula: C3H8S
Method: DFT, ωB97M-V/def2-TZVPD

Positions of all 12 atoms, in Å:
S -3.2397 0.7076 0.1581
H -4.5578 0.4070 0.2703
H -2.7972 -0.4735 0.6569
C 2.1170 -0.6205 -0.4345
C 0.6737 -0.1944 -0.3791
C 0.2504 0.8150 0.3593
H 2.1916 -1.6266 -0.0304
H 2.4831 -0.5559 -1.4557
H 2.7051 0.0271 0.2076
H -0.0339 -0.9209 -0.7791
H -0.7881 0.9719 0.6203
H 0.9958 1.4633 0.8062

## Properties
Orbital gap (spin up / spin down): 8.4 / 2.7 eV
F_max: 1.146 eV/A
Multiplicity: 2
E: -14064.6654 eV
Expectation value of S²: 0.753
Charge: +1
E_LUMO (spin up / spin down): -4.900 / -10.619 eV
E_HOMO (spin up / spin down): -13.31 / -13.30 eV

Among the records above, which one has the highest E?
number 3